Below is a cluster of 3 separate species, C3H6O3 in total, with properties calculated with ωB97M-V/def2-TZVPD.

For the calculated total energy, the calculation gives -9348.40737 eV. The HOMO-LUMO gap is 9.15 eV. As for the LUMO energy: 0.0100 Ha.

Structure (ORCA input):
```
! wB97M-V def2-TZVPD RIJCOSX def2/J DEFGRID3
* xyz 0 1
C 1.423 -1.364 -0.106
C 2.371 -0.505 -0.068
O 3.271 0.221 0.022
H 0.371 -1.034 -0.126
H 1.660 -2.389 -0.419
C -2.516 0.120 0.170
O -1.974 0.116 -0.891
H -2.059 -0.371 1.084
H -3.414 0.857 0.212
O 0.509 1.245 0.316
H 0.625 2.185 -0.014
H -0.266 0.919 -0.180
*
```